[1]
Below is C4H12CsO4 as an isolated structure, with properties calculated with ωB97M-V with the def2-TZVPD basis set.

The total charge is +1. As for the spin multiplicity: 1. For the energy above the lowest of the compared OMol25 structures with the same formula, charge and spin, the calculation gives 0.527 eV. The molar mass is 257.0 g mol⁻¹. The gap between HOMO and LUMO comes out at 0.3741 Ha.

Cartesian coordinates (Å):
1 Cs 1.340 -1.465 1.447
2 C -0.319 -1.371 -2.018
3 C 1.086 -1.773 -2.558
4 O 2.126 -0.927 -2.061
5 O -0.594 -0.024 -2.418
6 H -0.444 -1.409 -0.936
7 H -0.981 -2.164 -2.367
8 H 1.123 -1.853 -3.645
9 H 1.200 -2.758 -2.104
10 H 2.192 -0.125 -2.585
11 H 0.207 0.506 -2.404
12 C -0.867 1.293 2.822
13 C -0.638 1.893 1.451
14 O -0.508 0.844 0.419
15 O 0.184 0.511 3.367
16 H -1.710 0.602 2.831
17 H -1.179 2.128 3.448
18 H 0.314 2.422 1.502
19 H -1.337 2.678 1.163
20 H -1.376 0.447 0.319
21 H 0.179 0.543 4.327

[2]
Below is an isolated molecule of C3H5NO3, with properties calculated with ωB97M-V with the def2-TZVPD basis set.

As for the spin multiplicity: 1. Its structure (SMILES) is NC(=O)C(=O)CO. For the energy above the lowest of the compared OMol25 structures with the same formula, charge and spin, the calculation gives 1.334 eV. The molar mass is 103.1 g mol⁻¹. The gap between HOMO and LUMO comes out at 0.3615 Ha.

Cartesian coordinates (Å):
1 N 1.449 1.719 -0.268
2 C 1.111 0.395 -0.241
3 O 1.915 -0.512 -0.348
4 C -0.448 0.115 -0.212
5 O -1.230 0.951 -0.622
6 C -0.714 -1.143 0.556
7 O -2.142 -1.470 0.558
8 H 2.401 1.981 -0.484
9 H 0.727 2.429 -0.284
10 H -0.441 -1.010 1.605
11 H -0.184 -1.986 0.109
12 H -2.444 -1.467 -0.368

[3]
Below is a 2-piece molecular cluster, C8H19NO overall, with properties calculated with ωB97M-V with the def2-TZVPD basis set.

The total charge is +1. As for the spin multiplicity: 2. For the energy above the lowest of the compared OMol25 structures with the same formula, charge and spin, the calculation gives 3.971 eV. The molar mass is 145.2 g mol⁻¹. The gap between HOMO and LUMO (spin up / spin down) comes out at 0.3890 / 0.2088 Ha.

Cartesian coordinates (Å):
1 C -1.461 0.016 2.394
2 C -0.883 -1.342 2.069
3 C -0.314 2.289 1.441
4 C -1.398 1.494 -1.286
5 C -1.235 0.537 -0.048
6 O -1.369 -0.609 -0.264
7 N -1.253 1.095 1.279
8 H -2.691 0.161 2.585
9 H -1.055 0.204 3.404
10 H -0.065 -1.559 2.584
11 H -0.392 -1.736 1.175
12 H 0.008 2.282 2.525
13 H -1.497 2.590 -0.892
14 H -1.826 -1.975 2.134
15 H 0.756 2.097 0.962
16 H -0.801 3.310 1.067
17 H -0.579 1.422 -2.015
18 H -2.323 1.219 -1.941
19 C 1.282 -0.765 -1.307
20 C 2.557 -0.111 -1.691
21 C 1.175 -2.296 -1.678
22 H 0.972 -0.622 -0.213
23 H 0.481 -0.160 -1.884
24 H 2.498 0.902 -1.353
25 H 2.858 -0.188 -2.775
26 H 1.272 -2.419 -2.789
27 H 1.747 -2.787 -0.857
28 H 3.405 -0.481 -1.348
29 H 0.130 -2.569 -1.278

[4]
Below is an isolated molecule of C5H13NO, with properties calculated with ωB97M-V with the def2-TZVPD basis set.

As for the spin multiplicity: 1. Its structure (SMILES) is CCN[C@@H](C)CO. For the energy above the lowest of the compared OMol25 structures with the same formula, charge and spin, the calculation gives 2.132 eV. The molar mass is 103.2 g mol⁻¹. The gap between HOMO and LUMO comes out at 0.3723 Ha.

Cartesian coordinates (Å):
1 C -2.573 -1.017 0.564
2 C -1.091 -0.864 0.115
3 N -0.861 0.300 -0.796
4 C 0.557 0.720 -0.638
5 C 0.693 1.608 0.606
6 C 1.734 -0.317 -0.543
7 O 2.894 0.499 -0.697
8 H -3.006 -0.006 0.702
9 H -2.381 -1.506 1.530
10 H -3.316 -1.521 -0.041
11 H -0.660 -1.818 -0.140
12 H -0.701 -0.561 1.124
13 H -1.015 -0.240 -1.650
14 H 0.883 1.223 -1.540
15 H 0.122 2.553 0.542
16 H 1.700 1.837 0.918
17 H 0.115 1.149 1.425
18 H 1.598 -0.682 0.529
19 H 1.700 -1.217 -1.197
20 H 3.611 -0.139 -0.813

[5]
Below is a 2-piece molecular cluster, C5H8NO2 overall, with properties calculated with ωB97M-V with the def2-TZVPD basis set.

The total charge is -1. As for the spin multiplicity: 1. For the energy above the lowest of the compared OMol25 structures with the same formula, charge and spin, the calculation gives 1.252 eV. The molar mass is 114.1 g mol⁻¹. The gap between HOMO and LUMO comes out at 0.3105 Ha.

Cartesian coordinates (Å):
1 C 1.144 0.518 -1.686
2 C 0.479 0.327 -2.820
3 C 1.806 -1.390 -0.651
4 N 2.173 -0.330 -1.231
5 H 0.876 1.335 -1.027
6 H 0.707 -0.518 -3.457
7 H -0.287 1.037 -3.096
8 H 2.574 -2.076 -0.296
9 H 0.763 -1.623 -0.438
10 O -0.619 -0.949 1.184
11 C -1.088 0.210 1.314
12 O -1.066 1.143 0.483
13 C -1.756 0.514 2.671
14 H -2.032 1.570 2.712
15 H -2.629 -0.109 2.855
16 H -1.045 0.341 3.482

[6]
Below is C44H33IrN5O3PS3 as an isolated structure, with properties calculated with ωB97M-V with the def2-TZVPD basis set.

As for the spin multiplicity: 1. For the energy above the lowest of the compared OMol25 structures with the same formula, charge and spin, the calculation gives 6.305 eV. The molar mass is 999.2 g mol⁻¹. The gap between HOMO and LUMO (spin up / spin down) comes out at 0.2084 / 0.2104 Ha.

Cartesian coordinates (Å):
1 Ir -0.219 1.291 -0.320
2 O -2.920 1.237 -2.222
3 S -1.830 1.551 -3.112
4 O -2.116 2.426 -4.214
5 O -0.594 2.011 -2.378
6 C -1.310 -0.018 -3.779
7 C -2.104 -0.542 -4.789
8 C -1.831 -1.791 -5.316
9 C -0.756 -2.517 -4.826
10 C 0.043 -1.985 -3.827
11 C -0.215 -0.725 -3.281
12 P 0.949 -0.005 -2.037
13 C 2.099 0.908 -3.138
14 C 3.469 0.940 -2.869
15 C 4.340 1.609 -3.714
16 C 3.859 2.256 -4.842
17 C 2.503 2.221 -5.125
18 C 1.629 1.550 -4.283
19 C 1.961 -1.413 -1.466
20 C 1.768 -1.892 -0.174
21 C 2.510 -2.959 0.309
22 C 3.460 -3.558 -0.501
23 C 3.668 -3.089 -1.792
24 C 2.929 -2.021 -2.271
25 H -2.935 0.047 -5.154
26 H -2.455 -2.196 -6.103
27 H -0.532 -3.499 -5.223
28 H 0.872 -2.573 -3.466
29 H 3.863 0.439 -1.997
30 H 5.397 1.624 -3.484
31 H 4.539 2.781 -5.501
32 H 2.113 2.718 -6.003
33 H 0.580 1.545 -4.532
34 H 1.009 -1.421 0.441
35 H 2.344 -3.319 1.317
36 H 4.043 -4.391 -0.127
37 H 4.413 -3.552 -2.427
38 H 3.110 -1.653 -3.272
39 S -3.981 -1.131 1.291
40 C -3.076 -2.435 0.599
41 C -3.375 -3.792 0.622
42 C -2.534 -4.659 -0.046
43 C -1.422 -4.170 -0.736
44 C -1.126 -2.823 -0.752
45 C -1.948 -1.931 -0.064
46 N -1.806 -0.549 0.015
47 C -2.810 -0.017 0.658
48 C -2.950 1.405 0.808
49 C -4.112 1.986 1.486
50 C -4.185 3.282 1.773
51 C -3.108 4.244 1.396
52 C -1.929 3.613 0.588
53 C -1.951 2.160 0.310
54 H -4.250 -4.156 1.144
55 H -2.745 -5.720 -0.045
56 H -0.781 -4.857 -1.275
57 H -0.275 -2.462 -1.306
58 H -4.928 1.332 1.770
59 H -5.055 3.669 2.291
60 H -3.552 5.118 0.916
61 H -1.612 4.194 -0.278
62 S 2.115 1.734 -0.105
63 C 2.169 0.939 1.464
64 N 3.281 0.382 1.859
65 N 3.345 -0.214 3.043
66 C 2.412 -0.894 3.849
67 C 2.844 -1.204 5.140
68 C 2.040 -1.940 5.992
69 C 0.794 -2.382 5.571
70 C 0.370 -2.083 4.284
71 C 1.164 -1.345 3.421
72 N 1.131 1.192 2.299
73 N 0.085 1.609 1.695
74 C -0.711 2.476 2.500
75 C -1.038 2.233 3.768
76 C -1.855 3.190 4.517
77 C -2.361 4.287 3.951
78 C -2.083 4.634 2.525
79 C -1.003 3.787 1.818
80 H 4.300 -0.399 3.297
81 H 3.813 -0.855 5.478
82 H 2.390 -2.163 6.991
83 H 0.160 -2.952 6.237
84 H -0.596 -2.425 3.935
85 H 0.797 -1.125 2.427
86 H -0.738 1.302 4.234
87 H -2.077 2.958 5.551
88 H -3.002 4.946 4.527
89 H -1.841 5.695 2.443
90 H -0.049 4.284 1.621